## a
DFT (ωB97M-V/def2-TZVPD) results for a single C2H3N3O2 molecule.

The geometry in XYZ format:
```
10
Properties=species:S:1:pos:R:3:nbo_charge:R:1
O 1.9934 0.5285 0.2269 -0.661
O -0.9952 1.7484 -0.1630 -0.637
N -0.6787 -1.5949 0.0252 -0.094
N 0.5602 -1.3192 -0.2393 -0.275
N -1.3450 -0.4264 0.1696 -0.379
C -0.4977 0.5386 -0.0512 0.347
C 0.8145 0.0244 -0.0148 0.269
H -0.1223 2.3302 0.1127 0.496
H 2.8107 -0.0797 -0.4149 0.502
H -2.3308 -0.4597 0.4990 0.433
```

SMILES: Oc1nn[nH]c1O
HOMO-LUMO gap, eV: 8.3235
Multiplicity: 1

## b
DFT (ωB97M-V/def2-TZVPD) results for a single C2H3N3O2 molecule.

The geometry in XYZ format:
```
10
Properties=species:S:1:pos:R:3:nbo_charge:R:1
O -1.4599 -2.0755 1.4106 -0.586
O -1.8289 -0.3434 -0.0061 -0.333
N -1.0386 0.6240 -0.6402 -0.220
N 0.2171 -0.5870 0.7093 -0.639
N 1.1975 0.9844 -0.9366 -0.802
C 0.1692 0.3971 -0.2428 0.494
C -1.0679 -1.1241 0.7948 0.853
H 1.0167 -1.0268 1.1342 0.435
H 0.7200 1.5507 -1.6318 0.406
H 1.9352 1.4749 -0.4485 0.392
```

SMILES: Nc1noc(=O)[nH]1
HOMO-LUMO gap, eV: 9.8803
Multiplicity: 1

We find b to be the most stable, with the next structure 2.988 eV higher.

## a
DFT (ωB97M-V/def2-TZVPD) results for a single C2H3N3O2 molecule.

The geometry in XYZ format:
```
10
Properties=species:S:1:pos:R:3:nbo_charge:R:1
O -2.3718 0.6740 -1.2490 -0.591
O -0.1438 0.8094 -0.6776 -0.467
N 1.9514 0.3550 0.2086 -0.806
N 0.0276 -0.9778 0.6435 -0.355
N -1.2584 -0.8575 0.1261 -0.469
C -1.4223 0.2282 -0.6657 0.835
C 0.6278 0.0292 0.1133 0.628
H -1.9796 -1.5021 0.3944 0.421
H 2.4235 -0.1025 0.9736 0.404
H 2.1455 1.3442 0.1329 0.401
```

SMILES: Nc1n[nH]c(=O)o1
HOMO-LUMO gap, eV: 9.6467
Multiplicity: 1

## b
DFT (ωB97M-V/def2-TZVPD) results for a single C2H3N3O2 molecule.

The geometry in XYZ format:
```
10
Properties=species:S:1:pos:R:3:nbo_charge:R:1
O 0.4667 -1.0111 1.4398 -0.575
O 1.3131 0.7456 0.2597 -0.452
N -0.3341 0.6872 -1.2625 -0.294
N -1.7893 -0.7909 0.0208 -0.654
N -0.5317 -0.2880 -0.3205 -0.158
C 0.7768 1.1910 -0.8497 0.332
C 0.3572 -0.3135 0.5327 0.813
H -2.2347 -0.5054 0.8909 0.392
H 1.4467 1.9499 -1.4274 0.203
H -1.6688 -1.8433 -0.2229 0.391
```

SMILES: Nn1ncoc1=O
HOMO-LUMO gap, eV: 10.4616
Multiplicity: 1

We find a to be the most stable, with the next structure 2.826 eV higher.

## a
DFT (ωB97M-V/def2-TZVPD) results for 2 unconnected molecules or ions with the total composition CH3NO.

The geometry in XYZ format:
```
6
Properties=species:S:1:pos:R:3:nbo_charge:R:1
O 1.1740 0.8812 1.0161 -0.955
N -0.6421 -0.3542 0.1889 -0.342
C -1.3158 -0.6112 -0.7183 0.165
H 0.6115 0.0686 0.8384 0.463
H -1.7286 -0.6471 -1.6550 0.226
H 1.9009 0.6628 0.3298 0.444
```

SMILES: C#N.O
HOMO-LUMO gap, eV: 10.9977
Multiplicity: 1

## b
DFT (ωB97M-V/def2-TZVPD) results for 2 unconnected molecules or ions with the total composition CH3NO.

The geometry in XYZ format:
```
6
Properties=species:S:1:pos:R:3:nbo_charge:R:1
O 1.6327 -0.0616 -0.0519 -0.531
N -0.5431 0.5933 -0.0099 -0.855
C 0.4950 -0.2144 0.0742 0.748
H 0.0239 -2.1307 0.0620 -0.200
H -1.4203 0.3021 -0.2834 0.428
H -0.1882 1.5113 0.2091 0.410
```

HOMO-LUMO gap, eV: 9.2850
Multiplicity: 1

## c
DFT (ωB97M-V/def2-TZVPD) results for a single CH3NO molecule.

The geometry in XYZ format:
```
6
Properties=species:S:1:pos:R:3:nbo_charge:R:1
O 0.1045 0.9434 -0.7380 -0.573
N 0.1688 -0.7145 0.8415 -0.834
C -0.2135 -0.0780 -0.2995 0.519
H -0.5016 -1.3307 1.1447 0.381
H -0.9657 -0.5055 -0.9420 0.104
H 0.7313 -0.2410 1.6072 0.403
```

SMILES: NC=O
HOMO-LUMO gap, eV: 10.9299
Multiplicity: 1

## d
DFT (ωB97M-V/def2-TZVPD) results for a single CH3NO molecule.

The geometry in XYZ format:
```
6
Properties=species:S:1:pos:R:3:nbo_charge:R:1
O -1.3372 0.2196 0.0861 -0.573
N -0.1807 -0.6582 0.0249 -0.141
C 0.8526 0.1201 -0.1190 -0.167
H 0.6770 1.2452 -0.0368 0.192
H -1.9772 -0.5955 -0.3697 0.481
H 1.9655 -0.3312 0.4145 0.207
```

SMILES: C=NO
HOMO-LUMO gap, eV: 11.0307
Multiplicity: 1

We find c to be the most stable, with the next structure 1.342 eV higher.

## a
DFT (ωB97M-V/def2-TZVPD) results for a single C3H3NO2S2 molecule.

The geometry in XYZ format:
```
11
Properties=species:S:1:pos:R:3:nbo_charge:R:1
S 1.7763 -1.2841 -0.1769 0.421
S -3.0972 -0.8129 0.0247 0.005
O -2.1002 1.6572 -0.3179 -0.492
O 1.9011 1.4251 0.3478 -0.535
N -0.0097 -1.1316 0.0705 -0.483
C 2.4291 0.3768 -0.0879 0.180
C -1.8991 0.4701 -0.0560 0.335
C -0.4849 0.0103 0.0001 -0.002
H -2.3352 -1.8373 0.7862 0.187
H 0.2009 0.8021 -0.2636 0.217
H 3.6190 0.3242 -0.3271 0.166
```

SMILES: O=CS/N=C/C(=O)S
HOMO-LUMO gap, eV: 9.2371
Multiplicity: 1

## b
DFT (ωB97M-V/def2-TZVPD) results for a single C3H3NO2S2 molecule.

The geometry in XYZ format:
```
11
Properties=species:S:1:pos:R:3:nbo_charge:R:1
S 2.7528 -1.3544 -0.0025 0.185
S -2.6639 -1.5718 -0.0027 0.035
O -0.0253 1.2933 -0.0028 -0.454
O -0.1111 -0.9453 0.0066 -0.470
N 1.9565 0.1566 0.0027 -0.619
C -1.4128 -0.5564 0.0046 0.171
C -1.4055 0.9533 -0.0067 -0.164
C 0.7126 0.1756 0.0021 0.746
H -1.8848 1.3297 -0.8754 0.225
H 3.9800 -0.8143 -0.0099 0.120
H -1.8983 1.3339 0.8841 0.226
```

SMILES: S=C1CO/C(=N/S)O1
HOMO-LUMO gap, eV: 8.5547
Multiplicity: 1

We find b to be the most stable, with the next structure 1.236 eV higher.